Computed, not measured: a structure of composition C33H59BiF3N12OS in a non-equilibrium geometry, with wB97M-V/def2-TZVPD.

Each line ends with the Löwdin charge.
CARTESIAN COORDINATES (ANGSTROEM)
Bi -0.9091 -1.0236 -0.2722  1.90
C -1.4376 0.9956 -4.5220  -0.02
N -0.8939 -0.4039 -4.6091  -0.10
C -0.7752 -0.7683 -6.0031  -0.09
C -0.2447 -1.0389 -3.5664  -0.39
N 0.0934 -0.3637 -2.4433  -0.11
C 1.2976 0.4425 -2.3105  -0.22
C 0.9888 1.6231 -1.4397  -0.22
N 0.6983 1.3589 -0.0321  -0.20
C 1.8248 1.5352 0.9205  -0.18
C 3.2239 1.1015 0.4571  -0.25
N 4.1024 1.1011 1.5654  0.08
C 5.3536 1.4680 1.4577  -0.37
N 5.9825 1.7911 0.2363  -0.20
C 6.0554 0.8477 -0.8665  -0.08
C 6.4421 3.1723 -0.0272  -0.06
N 6.1018 1.4962 2.6084  -0.16
C 5.2775 1.3557 3.7806  -0.09
C 7.5377 1.4393 2.6898  -0.06
C -0.4710 2.2304 0.4832  -0.17
C -1.7630 2.1795 -0.3106  -0.28
N -2.3858 0.9053 -0.3336  -0.14
C -3.7600 0.9303 -0.3147  -0.34
N -4.4590 1.8160 -1.1260  -0.18
C -5.6590 2.5039 -0.6293  -0.04
C -4.0668 2.1075 -2.4781  -0.06
N -4.5235 0.0121 0.3893  -0.14
C -5.6228 -0.7107 -0.2719  -0.02
C -4.0483 -0.4865 1.6554  -0.06
N -0.0036 -2.3144 -3.7361  -0.10
C -0.8838 -3.1149 -4.6237  -0.05
C 1.0891 -3.0695 -3.0898  0.01
H -2.4772 0.9686 -4.7547  0.07
H -1.2922 1.4095 -3.5479  0.05
H -0.9455 1.6975 -5.2680  0.11
H -1.7714 -1.1668 -6.3714  0.12
H -0.5503 0.1785 -6.5360  0.09
H 0.0797 -1.3926 -6.2753  0.09
H 2.2014 -0.1446 -2.0014  0.11
H 1.4616 0.8665 -3.2932  0.12
H 1.8450 2.3709 -1.5611  0.14
H 0.1179 2.1377 -1.7754  0.07
H 1.8458 2.5797 1.2623  0.11
H 1.5651 0.9630 1.8389  0.12
H 3.0876 0.0469 0.0653  0.11
H 3.5025 1.7700 -0.3618  0.10
H 5.7570 -0.1974 -0.5579  0.11
H 5.3717 1.1148 -1.6964  0.07
H 7.0475 0.8816 -1.2830  0.07
H 6.4537 3.7411 0.9328  0.10
H 7.4782 3.1125 -0.4778  0.09
H 5.7702 3.7335 -0.7023  0.08
H 4.6364 2.2611 4.0401  0.10
H 4.6068 0.4899 3.6849  0.08
H 5.9355 1.1997 4.6549  0.08
H 8.0105 1.5792 1.7270  0.07
H 8.0083 2.2131 3.3134  0.08
H 7.8100 0.4713 3.2252  0.11
H -0.6118 1.9971 1.5469  0.10
H -0.1292 3.2757 0.5666  0.12
H -2.4904 2.8273 0.1988  0.13
H -1.5615 2.5408 -1.3292  0.09
H -5.5037 2.7292 0.4274  0.09
H -5.6743 3.4790 -1.1570  0.10
H -6.6251 1.9638 -0.7715  0.09
H -3.4239 1.3035 -2.7955  0.05
H -4.9716 2.1395 -3.1033  0.11
H -3.4282 3.0163 -2.5451  0.10
H -5.9797 -0.1604 -1.1544  0.08
H -5.1843 -1.6701 -0.5770  0.08
H -6.4994 -0.8633 0.4134  0.11
H -3.3360 0.2430 2.0490  0.09
H -4.8553 -0.6238 2.3898  0.10
H -3.5991 -1.4706 1.6325  0.06
H -1.9032 -2.7603 -4.5869  0.08
H -0.5209 -3.1746 -5.6955  0.10
H -0.8577 -4.1241 -4.2150  0.09
H 1.7152 -2.4508 -2.4693  0.06
H 0.6123 -3.8462 -2.4971  0.09
H 1.6212 -3.5690 -3.9227  0.11
S -3.2076 -5.2605 0.1727  1.05
C -3.4718 -4.7078 -1.4252  -0.45
C -2.9302 -3.4915 -1.7242  -0.24
C -2.1433 -2.8982 -0.6316  -0.38
C -2.2203 -3.7937 0.4032  -0.53
C -1.5511 -3.6275 1.7308  -0.30
C -1.3245 -4.6859 2.6267  -0.03
C -0.9388 -4.4310 3.9571  -0.04
C -0.5714 -3.1353 4.3001  -0.04
C -0.7083 -2.1151 3.3375  -0.12
N -1.2353 -2.3302 2.1294  0.01
H -4.1620 -5.2764 -2.0697  0.08
H -3.1189 -3.0462 -2.7073  0.08
H -1.4879 -5.7111 2.3262  0.09
H -0.8234 -5.2121 4.7108  0.11
H -0.2946 -2.8579 5.3121  0.10
H -0.5823 -1.0909 3.6097  0.07
C -1.6241 3.1956 4.7570  -0.01
C -1.2156 1.7204 5.0231  -0.54
N -0.8526 1.4785 6.3280  0.14
O -1.2161 0.7961 4.2034  -0.01
H -0.8191 3.9582 4.9544  0.10
H -2.4726 3.4276 5.4521  0.09
H -1.8990 3.2598 3.7101  0.06
H -1.0063 2.1712 7.0324  0.10
H -0.7935 0.4596 6.5005  0.13
F 2.2680 -2.0909 -0.5147  -0.07
C 1.1935 -2.1681 0.4169  -0.55
F 1.7465 -1.8290 1.6761  -0.02
F 0.9513 -3.5135 0.4784  0.00

Results
Spin multiplicity: 1
LUMO energy, eV: -1.718
DFT total energy, hartree: -2937.164060
HOMO energy, eV: -9.23
Total charge: +1
Gap between HOMO and LUMO, Ha: 0.2762